Here is a molecular structure, C58H45AsN5O3SSeTb at a distorted geometry from the Open Molecules 2025 dataset. Energies are from wB97M-V/def2-TZVPD.

E_LUMO (alpha / beta) (eV): -0.748 / -0.711
Electronic energy (a.u.): -8596.62294
Spin multiplicity: 7
Gap between HOMO and LUMO (alpha / beta) (eV): 5.887 / 5.944
<S²>: 12.06

Atoms and positions in Å:
Tb (0.077, -0.518, 0.325)
C (3.444, 2.519, 0.940)
C (2.848, 1.259, 0.861)
N (1.612, 1.053, 1.310)
C (0.943, 1.989, 2.049)
C (1.458, 3.311, 2.194)
C (2.756, 3.526, 1.631)
C (0.756, 4.281, 2.979)
C (-0.414, 3.919, 3.650)
C (-0.931, 2.610, 3.537)
C (-0.364, 1.704, 2.586)
N (-0.983, 0.577, 2.042)
C (-2.277, 0.178, 2.256)
C (-3.364, 1.036, 2.561)
C (-4.680, 0.556, 2.757)
C (-4.962, -0.805, 2.587)
C (-3.912, -1.701, 2.182)
C (-4.140, -3.077, 1.925)
C (-3.082, -3.864, 1.431)
C (-1.869, -3.267, 1.130)
N (-1.647, -1.945, 1.323)
C (-2.600, -1.201, 1.962)
H (4.401, 2.796, 0.518)
H (3.353, 0.386, 0.437)
H (3.271, 4.465, 1.844)
H (1.207, 5.259, 3.160)
H (-0.974, 4.678, 4.241)
H (-1.710, 2.231, 4.171)
H (-3.135, 2.106, 2.619)
H (-5.497, 1.261, 2.990)
H (-5.913, -1.245, 2.804)
H (-5.121, -3.495, 2.051)
H (-3.251, -4.898, 1.266)
H (-1.032, -3.840, 0.780)
O (-2.193, 1.175, -0.837)
C (-1.594, 2.170, -1.710)
C (0.002, 2.060, -1.610)
O (0.673, 3.054, -1.873)
O (0.437, 0.892, -1.299)
C (-2.113, 3.600, -1.353)
C (-1.525, 4.388, -0.364)
C (-2.075, 5.614, -0.007)
C (-3.253, 6.060, -0.616)
C (-3.868, 5.283, -1.591)
C (-3.311, 4.060, -1.932)
C (-1.951, 1.815, -3.167)
C (-1.467, 2.717, -4.129)
C (-1.764, 2.592, -5.474)
C (-2.620, 1.576, -5.897)
C (-3.113, 0.641, -4.974)
C (-2.766, 0.758, -3.611)
H (-2.657, 1.636, -0.121)
H (-0.602, 4.104, 0.152)
H (-1.608, 6.205, 0.760)
H (-3.699, 7.020, -0.344)
H (-4.770, 5.587, -2.069)
H (-3.795, 3.457, -2.716)
H (-0.902, 3.563, -3.773)
H (-1.361, 3.329, -6.148)
H (-2.839, 1.464, -6.959)
H (-3.694, -0.213, -5.292)
H (-3.064, -0.031, -2.933)
S (-0.837, -1.860, -2.224)
C (-0.324, -3.433, -2.763)
C (-1.267, -4.425, -3.081)
C (-0.848, -5.637, -3.667)
C (0.491, -5.833, -3.967)
C (1.441, -4.897, -3.594)
C (1.035, -3.765, -2.903)
As (2.129, -2.452, -1.989)
C (3.850, -3.351, -2.229)
C (4.829, -3.089, -3.209)
C (6.044, -3.762, -3.164)
C (6.313, -4.634, -2.127)
C (5.349, -4.941, -1.181)
C (4.093, -4.295, -1.272)
C (2.273, -1.093, -3.410)
C (3.320, -0.193, -3.232)
C (3.352, 0.998, -3.941)
C (2.490, 1.156, -5.046)
C (1.515, 0.227, -5.312)
C (1.384, -0.897, -4.480)
H (-2.280, -4.200, -2.800)
H (-1.568, -6.415, -3.932)
H (0.785, -6.721, -4.419)
H (2.498, -5.041, -3.824)
H (4.616, -2.331, -3.967)
H (6.760, -3.542, -3.943)
H (7.288, -5.063, -1.999)
H (5.556, -5.666, -0.407)
H (3.308, -4.570, -0.565)
H (4.131, -0.410, -2.517)
H (4.021, 1.789, -3.667)
H (2.606, 2.073, -5.628)
H (0.886, 0.325, -6.183)
H (0.562, -1.573, -4.594)
C (3.187, -0.105, 5.032)
N (1.798, -0.602, 5.030)
C (1.295, -1.604, 4.186)
Se (2.032, -2.204, 2.532)
N (0.097, -2.037, 4.718)
C (-0.264, -1.230, 5.796)
C (-1.442, -1.125, 6.442)
C (-1.692, -0.051, 7.285)
C (-0.705, 0.907, 7.470)
C (0.568, 0.784, 6.886)
C (0.784, -0.309, 6.017)
H (3.654, -0.457, 4.090)
H (3.742, -0.494, 5.882)
H (3.234, 0.996, 5.034)
H (-0.425, -2.841, 4.371)
H (-2.176, -1.925, 6.312)
H (-2.642, 0.047, 7.824)
H (-0.944, 1.795, 8.029)
H (1.321, 1.560, 7.088)

Force components x, y, z for each atom (eV/Å):
0.120 -1.100 -1.551
-0.705 1.483 1.068
-0.895 0.022 -0.032
0.542 0.035 0.749
-0.072 1.359 -0.677
0.767 -0.338 0.573
0.106 -0.675 -0.002
-0.394 -0.339 0.428
0.585 0.281 -0.127
1.333 -0.758 -1.300
-1.252 0.027 0.014
0.927 0.104 0.709
-1.510 0.969 0.181
0.924 -0.417 -0.055
-0.400 -1.167 -0.456
1.359 0.843 0.317
-0.500 0.241 0.120
1.738 0.078 -0.722
-1.597 1.247 0.871
0.239 1.931 0.437
-0.430 -1.545 0.923
-0.092 0.071 -0.726
0.059 -0.517 0.012
-0.182 0.365 -0.146
-0.305 -0.095 -0.367
-0.216 -0.193 -0.328
0.666 -0.742 -0.294
-0.530 0.272 -0.082
-0.344 -0.496 0.117
0.589 -0.461 -0.077
-0.523 0.077 -0.019
-0.240 -0.127 0.144
0.070 -0.772 -0.205
0.180 -0.108 -0.491
0.359 0.285 0.162
0.231 -0.131 -0.193
-0.435 1.091 -0.281
-0.389 -0.866 0.245
-0.053 0.212 0.347
-0.465 -0.695 0.036
0.444 0.014 0.263
-0.839 -0.116 -0.455
0.102 0.202 0.073
0.788 -0.423 0.572
0.275 -0.563 -0.501
-0.232 0.332 -0.679
-0.330 -0.243 0.377
-0.417 -0.206 0.411
0.062 -0.578 0.021
0.898 0.753 0.476
0.437 0.186 -0.161
0.114 -0.062 -0.205
-0.289 -0.177 -0.366
0.168 0.158 0.166
0.225 -0.253 0.003
-0.507 0.306 -0.222
0.286 0.269 0.480
0.317 0.085 -0.075
-0.009 0.005 -0.306
-0.070 0.047 0.248
-0.093 0.086 -0.056
-0.127 0.167 0.155
-0.281 0.386 0.861
-0.222 -1.214 0.263
0.790 -0.505 -0.295
-0.605 0.780 0.256
-0.459 1.045 0.598
0.270 0.184 0.366
-0.303 0.813 0.072
0.102 0.297 -1.196
0.257 0.678 -0.678
-0.566 0.042 0.384
-0.466 0.721 -0.353
0.017 -0.311 0.512
-0.942 0.627 -0.530
1.025 -1.361 0.964
0.106 0.006 -0.390
0.258 0.497 0.462
-0.595 -0.625 -1.008
0.783 1.008 0.943
0.130 -1.054 0.131
0.583 0.526 0.761
-0.452 -0.203 -0.260
0.127 0.287 0.182
0.525 -1.417 -0.895
-0.256 -0.112 0.217
0.184 -0.373 0.114
0.249 -0.109 0.099
0.380 -0.250 -0.244
-0.038 0.012 0.106
0.191 0.161 0.009
-0.620 0.250 -0.011
0.468 0.149 -0.075
-0.268 -0.317 0.026
-0.222 0.088 0.018
-0.317 -0.290 -0.231
-0.298 0.106 -1.045
-1.497 -0.974 0.066
0.155 0.392 0.474
-0.498 0.243 1.033
1.286 0.620 -0.230
1.913 0.729 -0.809
-2.062 -0.841 0.920
0.012 -0.109 0.180
0.708 -0.085 -0.387
0.126 -0.205 -0.287
0.048 0.173 -0.697
-0.279 0.145 0.578
-0.128 -0.093 0.072
-0.297 -0.396 0.053
0.330 0.589 -0.129
-0.028 0.404 -0.063
0.382 -0.115 -0.427
0.157 0.082 0.306
-0.326 -0.518 -0.324